Record 1
{"formula": "C24H54BBrN5O11S", "method": "ωB97M-V/def2-TZVPD", "gap_ev": 6.22, "charge": 1, "lumo_energy_ev": -3.923, "elements": ["C", "C", "C", "C", "N", "C", "C", "C", "C", "O", "N", "C", "N", "Br", "C", "C", "C", "S", "O", "O", "O", "N", "B", "N", "O", "H", "H", "H", "H", "H", "H", "H", "H", "H", "H", "H", "H", "H", "H", "H", "H", "H", "H", "H", "H", "H", "H", "H", "H", "H", "H", "C", "O", "C", "C", "O", "C", "C", "O", "C", "H", "H", "H", "H", "H", "H", "H", "H", "H", "H", "H", "H", "H", "H", "C", "O", "C", "C", "O", "C", "C", "O", "C", "H", "H", "H", "H", "H", "H", "H", "H", "H", "H", "H", "H", "H", "H"], "positions_angstrom": [[4.569, -3.926, 3.714], [3.403, -3.562, 2.572], [2.447, -4.839, 2.206], [1.041, -4.927, 3.058], [0.688, -3.703, 3.850], [0.059, -2.619, 3.015], [-0.315, -2.451, 1.437], [-1.922, -2.229, 1.138], [-2.919, -2.946, 2.232], [-4.241, -3.150, 1.618], [-0.258, -1.444, 3.903], [0.239, -1.964, 5.236], [0.128, -1.214, 6.359], [0.583, -1.581, 8.118], [-0.481, 0.192, 6.151], [0.648, 1.229, 5.496], [0.272, 1.761, 3.995], [-1.456, 2.458, 3.801], [-1.347, 3.759, 2.939], [-2.284, 1.420, 2.988], [-2.218, 2.822, 5.283], [0.834, -3.321, 5.173], [1.498, -4.305, 6.076], [2.905, -4.138, 6.694], [0.720, -5.538, 6.456], [4.989, -2.942, 4.187], [5.459, -4.404, 3.080], [4.215, -4.736, 4.480], [4.030, -3.326, 1.584], [2.840, -2.569, 2.831], [3.014, -5.862, 2.314], [2.164, -4.720, 1.052], [0.182, -5.061, 2.238], [1.059, -5.943, 3.637], [0.013, -3.408, 0.822], [0.283, -1.546, 0.960], [-2.104, -1.072, 1.100], [-2.129, -2.728, 0.086], [-2.974, -2.223, 3.161], [-2.509, -4.015, 2.520], [-4.908, -3.355, 2.352], [-0.740, 0.681, 7.209], [-1.492, 0.172, 5.565], [0.733, 2.187, 6.198], [1.676, 0.633, 5.564], [1.019, 2.663, 3.764], [0.505, 0.962, 3.139], [-2.907, 2.082, 5.400], [2.827, -4.017, 7.746], [3.414, -5.039, 6.562], [-0.194, -5.387, 6.047], [2.609, 6.301, -0.799], [2.636, 5.006, -1.380], [3.652, 4.166, -0.838], [3.129, 2.741, -0.612], [2.170, 2.610, 0.445], [0.888, 3.205, 0.228], [0.038, 2.536, -0.863], [0.580, 2.788, -2.157], [0.546, 1.662, -3.015], [3.378, 6.931, -1.253], [1.627, 6.740, -0.998], [2.738, 6.263, 0.286], [4.045, 4.561, 0.104], [4.470, 4.136, -1.567], [3.983, 2.121, -0.311], [2.755, 2.300, -1.534], [0.977, 4.279, 0.065], [0.348, 3.093, 1.178], [-0.972, 2.958, -0.846], [-0.026, 1.461, -0.656], [0.834, 0.746, -2.491], [1.265, 1.826, -3.821], [-0.452, 1.554, -3.449], [-1.891, 4.006, -7.257], [-1.864, 2.712, -7.838], [-0.848, 1.871, -7.296], [-1.371, 0.447, -7.071], [-2.330, 0.315, -6.013], [-3.612, 0.911, -6.230], [-4.462, 0.241, -7.321], [-3.920, 0.493, -8.615], [-3.954, -0.633, -9.473], [-1.122, 4.637, -7.712], [-2.873, 4.445, -7.456], [-1.762, 3.968, -6.172], [-0.455, 2.266, -6.354], [-0.030, 1.841, -8.025], [-0.517, -0.174, -6.769], [-1.745, 0.005, -7.992], [-3.523, 1.984, -6.393], [-4.152, 0.798, -5.280], [-5.472, 0.663, -7.304], [-4.526, -0.834, -7.114], [-3.666, -1.549, -8.949], [-3.235, -0.469, -10.279], [-4.952, -0.740, -9.907]]}

Record 2
{"formula": "C4H15N2O", "method": "ωB97M-V/def2-TZVPD", "gap_ev": 10.48, "charge": 1, "e_above_lowest_kcal_mol": 27.8, "lumo_energy_ev": -3.055, "elements": ["N", "C", "C", "N", "C", "C", "H", "H", "H", "H", "H", "H", "H", "H", "H", "H", "H", "H", "H", "H", "H", "O"], "positions_angstrom": [[-0.913, -1.323, -0.231], [-1.803, -0.276, 0.310], [-1.069, 0.363, 1.525], [0.365, 0.483, 1.180], [0.822, 1.776, 0.513], [1.200, 1.434, -0.925], [-1.103, -1.594, -1.188], [-0.903, -2.183, 0.329], [0.072, -0.991, -0.116], [-1.887, 0.531, -0.419], [-2.812, -0.666, 0.415], [-1.185, -0.202, 2.453], [-1.465, 1.349, 1.743], [0.919, 0.347, 2.011], [1.492, 2.153, 1.281], [0.002, 2.505, 0.520], [1.469, 2.311, -1.516], [1.980, 0.679, -0.936], [0.308, 1.013, -1.381], [2.019, -2.523, -1.196], [1.168, -2.894, -2.546], [1.325, -2.292, -1.828]]}

Record 3
{"formula": "CClNa9O7", "method": "ωB97M-V/def2-TZVPD", "gap_ev": [3.81, 5.54], "charge": 5, "lumo_energy_ev": [-16.685, -17.011], "spin_multiplicity": 2, "elements": ["Na", "Na", "Na", "Na", "Na", "Na", "Na", "Na", "Na", "Cl", "O", "O", "O", "O", "C", "O", "O", "O"], "positions_angstrom": [[2.339, -1.161, 2.628], [3.180, 2.240, -0.370], [-0.239, 1.726, -2.726], [1.217, -3.878, 1.236], [2.614, 2.073, 2.561], [-1.340, -1.689, 2.214], [-0.090, 2.405, 0.782], [-0.529, -2.385, -1.530], [2.563, -0.772, -3.034], [-2.774, 0.614, -0.241], [-1.967, -0.551, -0.254], [-2.752, 0.889, -1.617], [-4.058, -0.021, 0.055], [-2.557, 1.623, 0.753], [1.088, -0.272, -0.167], [0.775, -0.056, -1.312], [0.913, -1.365, 0.482], [1.619, 0.579, 0.539]]}

Record 4
{"formula": "C20H22N2O8S2", "method": "ωB97M-V/def2-TZVPD", "gap_ev": 7.92, "charge": 0, "e_above_lowest_kcal_mol": 2.8, "lumo_energy_ev": -0.728, "smiles": "COc1ccc(NS(=O)(=O)c2ccc(/C=C/C(=O)O)cc2)cc1S(=O)(=O)N1CCOCC1", "elements": ["C", "O", "C", "C", "C", "C", "N", "S", "O", "O", "C", "C", "C", "C", "C", "C", "C", "O", "O", "C", "C", "C", "C", "S", "O", "O", "N", "C", "C", "O", "C", "C", "H", "H", "H", "H", "H", "H", "H", "H", "H", "H", "H", "H", "H", "H", "H", "H", "H", "H", "H", "H", "H", "H"], "positions_angstrom": [[3.441, 2.264, 1.204], [2.174, 2.079, 0.611], [2.037, 1.156, -0.361], [3.044, 0.322, -0.845], [2.754, -0.652, -1.786], [1.466, -0.794, -2.291], [1.102, -1.825, -3.153], [-0.327, -2.664, -2.779], [-0.124, -3.980, -3.303], [-1.450, -1.905, -3.231], [-0.275, -2.652, -0.990], [-1.137, -1.838, -0.281], [-0.954, -1.683, 1.080], [0.085, -2.347, 1.740], [0.258, -2.113, 3.163], [1.114, -2.743, 3.977], [1.234, -2.436, 5.410], [2.045, -2.948, 6.142], [0.353, -1.523, 5.848], [0.917, -3.199, 1.004], [0.743, -3.342, -0.358], [0.476, 0.090, -1.865], [0.759, 1.034, -0.909], [-0.545, 2.041, -0.198], [-0.193, 3.430, -0.273], [-0.865, 1.484, 1.086], [-1.816, 1.680, -1.233], [-1.858, 2.490, -2.436], [-2.601, 3.807, -2.188], [-3.885, 3.574, -1.647], [-3.802, 2.870, -0.429], [-3.122, 1.512, -0.627], [4.184, 2.585, 0.468], [3.300, 3.052, 1.942], [3.785, 1.354, 1.704], [4.052, 0.402, -0.472], [3.538, -1.313, -2.125], [1.846, -2.452, -3.422], [-1.929, -1.328, -0.804], [-1.595, -1.016, 1.635], [-0.378, -1.346, 3.583], [1.784, -3.522, 3.646], [0.489, -1.365, 6.795], [1.716, -3.731, 1.496], [1.384, -3.985, -0.941], [-0.515, 0.014, -2.278], [-0.830, 2.691, -2.739], [-2.365, 1.907, -3.213], [-2.760, 4.345, -3.124], [-2.006, 4.422, -1.499], [-4.829, 2.747, -0.078], [-3.224, 3.451, 0.306], [-2.974, 1.017, 0.332], [-3.723, 0.883, -1.291]]}

Record 5
{"formula": "C4H12", "method": "ωB97M-V/def2-TZVPD", "gap_ev": [13.85, 3.40], "charge": 1, "e_above_lowest_kcal_mol": 31.2, "lumo_energy_ev": [-2.958, -11.611], "spin_multiplicity": 2, "elements": ["C", "C", "H", "H", "H", "H", "H", "H", "C", "C", "H", "H", "H", "H", "H", "H"], "positions_angstrom": [[2.394, 0.119, 0.233], [2.156, 0.373, 1.771], [2.498, -0.935, 0.086], [1.463, 0.071, -0.269], [3.052, 0.884, -0.008], [1.506, -0.320, 2.293], [1.567, 1.291, 1.872], [3.041, 0.399, 2.327], [-2.926, -0.540, -1.100], [-1.585, 0.070, -0.953], [-3.709, -0.004, -0.672], [-3.157, -0.840, -2.139], [-3.050, -1.474, -0.564], [-0.862, -0.322, -0.251], [-0.979, 0.037, -1.819], [-1.607, 1.075, -0.556]]}

Record 6
{"formula": "C2H6N4", "method": "ωB97M-V/def2-TZVPD", "gap_ev": 12.38, "charge": 2, "e_above_lowest_kcal_mol": 32.6, "lumo_energy_ev": -8.364, "elements": ["C", "C", "N", "N", "N", "N", "H", "H", "H", "H", "H", "H"], "positions_angstrom": [[1.684, 0.575, -0.117], [-1.472, -0.751, -0.014], [-0.686, -0.151, -0.638], [1.791, -0.518, -0.560], [1.500, 1.771, 0.232], [-2.265, -1.344, 0.728], [-0.909, 0.303, -1.590], [2.360, -1.166, -0.922], [1.940, 2.178, 1.072], [1.191, 2.321, -0.526], [-2.821, -0.876, 1.390], [-2.312, -2.343, 0.947]]}

Record 7
{"formula": "C19H41FO3PS", "method": "ωB97M-V/def2-TZVPD", "gap_ev": 5.90, "charge": -1, "lumo_energy_ev": 1.983, "elements": ["C", "C", "C", "C", "C", "O", "C", "C", "C", "C", "C", "C", "C", "C", "C", "C", "C", "C", "O", "C", "P", "S", "O", "C", "H", "H", "H", "H", "H", "H", "H", "H", "H", "H", "H", "H", "H", "H", "H", "H", "H", "H", "H", "H", "H", "H", "H", "H", "H", "H", "H", "H", "H", "H", "H", "H", "H", "H", "H", "H", "H", "H", "H", "H", "H", "F"], "positions_angstrom": [[9.318, -0.310, 2.169], [8.048, 0.693, 1.909], [7.135, 0.107, 0.679], [6.075, 1.308, 0.229], [5.076, 0.597, -0.908], [3.759, 0.238, -0.361], [3.507, -1.211, -0.406], [1.972, -1.423, 0.221], [0.785, -1.268, -0.900], [-0.641, -0.724, -0.219], [-1.734, -1.931, -0.020], [-3.282, -1.410, -0.338], [-4.081, -1.002, 1.072], [-4.539, 0.589, 1.086], [-5.751, 0.873, -0.026], [-6.700, 2.043, 0.635], [-8.217, 2.100, 0.012], [-9.274, 1.026, 0.658], [-8.840, -0.380, 0.506], [-9.110, -0.866, -0.862], [3.481, -1.953, -2.186], [2.938, -3.822, -2.250], [6.735, 2.523, -0.270], [7.754, 2.233, -1.291], [9.289, -0.608, 3.313], [9.141, -1.319, 1.572], [10.334, 0.192, 1.859], [7.344, 0.761, 2.853], [8.475, 1.749, 1.595], [7.741, -0.342, -0.218], [6.460, -0.782, 1.096], [5.373, 1.652, 1.130], [4.888, 1.422, -1.751], [5.695, -0.300, -1.342], [4.210, -1.859, 0.270], [1.918, -2.424, 0.853], [1.799, -0.545, 1.010], [0.531, -2.354, -1.321], [1.023, -0.493, -1.761], [-1.123, 0.037, -1.000], [-0.409, -0.105, 0.751], [-1.626, -2.341, 1.073], [-1.538, -2.836, -0.744], [-3.866, -2.340, -0.784], [-3.291, -0.506, -1.084], [-5.031, -1.705, 1.158], [-3.383, -1.216, 2.011], [-3.569, 1.211, 0.862], [-4.956, 0.795, 2.172], [-6.284, -0.157, -0.193], [-5.276, 1.227, -1.045], [-6.797, 1.929, 1.804], [-6.182, 3.080, 0.400], [-8.643, 3.175, 0.214], [-8.155, 1.965, -1.170], [-10.304, 1.178, 0.075], [-9.480, 1.270, 1.792], [-10.053, -1.590, -0.788], [-9.277, 0.035, -1.595], [-8.219, -1.518, -1.313], [2.748, -1.102, -3.129], [4.875, -1.897, -2.646], [8.768, 1.880, -0.793], [8.013, 3.251, -1.858], [7.426, 1.480, -2.124], [-3.004, 2.018, -0.345]]}

Record 8
{"formula": "C3H14O3S", "method": "ωB97M-V/def2-TZVPD", "gap_ev": [8.61, 3.80], "charge": 1, "e_above_lowest_kcal_mol": 22.8, "lumo_energy_ev": [-4.375, -9.182], "spin_multiplicity": 2, "elements": ["C", "C", "C", "S", "H", "H", "H", "H", "H", "H", "H", "H", "H", "H", "O", "H", "H", "O", "H", "H", "O"], "positions_angstrom": [[1.741, -0.827, 3.812], [2.281, 0.031, 2.688], [1.443, 1.286, 2.558], [1.839, 2.484, 1.282], [2.396, -1.666, 4.007], [0.722, -1.212, 3.690], [1.663, -0.299, 4.770], [3.273, 0.284, 2.952], [2.383, -0.495, 1.742], [1.425, 1.902, 3.473], [0.393, 0.992, 2.399], [0.644, 3.094, 1.434], [-3.256, -1.150, 0.357], [-2.905, -1.854, -0.989], [-2.771, -1.054, -0.468], [-2.029, -2.663, -5.823], [-3.182, -1.683, -5.728], [-2.487, -1.979, -6.323], [-1.636, -1.120, -3.848], [-2.399, -0.923, -2.517], [-2.209, -1.561, -3.213]]}

charge of number 1 (C24H54BBrN5O11S)?
+1

charge of number 7 (C19H41FO3PS)?
-1

Which of these has the lowest charge?
C19H41FO3PS